No. 1
ORCA calculation (ωB97M-V/def2-TZVPD) on a molecular structure, C52H53BBr2N6O3SiW in a non-equilibrium geometry.

Structure (XYZ):
```
119
Properties=species:S:1:pos:R:3:forces:R:3:lowdin_charge:R:1
W 0.806800 -0.591700 0.105200 -0.4 -1.1 0.2 1.84
C 4.931000 6.161400 -2.024000 0.0 -0.1 0.2 -0.03
C 4.236700 5.923900 -0.677000 0.0 0.2 0.0 -0.55
C 3.106500 6.944100 -0.477800 0.2 -0.1 0.0 -0.02
C 5.276200 6.090100 0.430300 -0.2 0.0 -0.2 -0.05
C 3.600200 4.551700 -0.665400 0.0 -0.2 0.1 -0.14
C 3.863000 3.597000 0.308400 0.0 -0.2 -0.1 -0.03
C 3.174800 2.408300 0.245400 -0.2 -1.1 0.4 -0.48
Br 3.563000 0.966600 1.484500 0.6 0.9 0.1 0.92
C 2.220000 2.088100 -0.723400 0.6 0.9 0.5 -0.29
O 1.580100 0.897300 -0.567600 0.8 1.0 -0.8 -0.35
C 2.016000 3.016700 -1.765900 -0.2 -0.4 -0.1 -0.06
C 2.706700 4.215700 -1.676600 0.0 -0.1 0.1 0.04
C 1.240100 2.696600 -3.040600 -0.1 -0.1 -0.2 -0.51
C 2.156100 1.795400 -3.881200 -0.1 0.0 0.2 -0.01
C -0.082600 1.980800 -2.744400 0.1 -0.3 0.0 -0.03
C 0.918700 3.939800 -3.879100 0.1 -0.1 0.2 -0.04
H 5.409100 7.135500 -2.014400 0.1 0.2 0.0 0.10
H 4.239100 6.136000 -2.860000 -0.1 0.0 -0.1 0.08
H 5.694700 5.407100 -2.192000 0.1 -0.1 -0.1 0.10
H 3.514700 7.949300 -0.460700 0.0 0.2 0.0 0.10
H 2.596500 6.766100 0.465200 -0.1 0.0 0.2 0.06
H 2.371000 6.885500 -1.275400 -0.1 0.0 -0.1 0.08
H 5.640100 7.112100 0.420200 0.1 0.1 0.0 0.09
H 6.124000 5.429500 0.265700 0.1 -0.1 0.1 0.09
H 4.850600 5.902500 1.411900 0.0 0.0 0.2 0.09
H 4.594600 3.746900 1.082200 0.1 0.1 0.1 0.11
H 2.563800 4.940200 -2.457400 -0.1 0.0 -0.1 0.10
H 2.341000 0.858300 -3.368500 0.1 0.0 0.0 0.05
H 3.111300 2.284000 -4.054600 0.1 0.1 -0.1 0.10
H 1.695600 1.586600 -4.842200 -0.1 -0.1 -0.2 0.10
H 0.083000 0.977700 -2.326800 0.0 0.4 -0.3 0.04
H -0.655300 1.876500 -3.663400 0.0 0.0 -0.1 0.10
H -0.676000 2.567400 -2.045500 -0.1 0.0 0.0 0.07
H 1.821300 4.414300 -4.251700 0.1 0.1 0.0 0.09
H 0.332500 4.662000 -3.318000 -0.1 0.2 0.1 0.10
H 0.342700 3.644300 -4.752800 -0.1 -0.1 0.0 0.09
Br 0.165200 6.015600 2.563400 -0.1 -0.4 -0.2 0.84
C -0.295200 4.339200 1.818100 0.1 0.1 0.0 -0.64
C 0.370900 3.195100 2.247600 0.0 -0.2 0.0 -0.03
C 0.056700 1.983400 1.670400 -0.8 0.1 -0.4 -0.19
C -0.910200 1.879900 0.639200 0.7 1.3 1.1 -0.21
C -1.621500 3.034800 0.284300 0.2 -0.7 0.1 0.01
C -1.303700 4.247600 0.864700 0.0 0.2 0.2 -0.08
N -0.963100 0.632000 0.040500 -3.1 -1.4 -2.4 -0.01
C -1.978500 0.212800 -0.735500 2.1 2.3 2.5 0.02
C -1.826800 -1.038200 -1.348900 0.8 -2.6 -1.1 -0.21
C -2.810300 -1.632700 -2.179100 0.7 1.3 1.0 0.04
C -2.630900 -2.909300 -2.627600 0.9 -1.1 0.1 0.00
C -1.483800 -3.627200 -2.223600 -1.2 0.6 -0.4 0.01
C -0.536300 -2.992000 -1.463400 0.9 0.5 0.6 -0.10
N -0.641200 -1.703000 -1.066000 -1.9 0.1 -0.7 -0.03
H 1.116300 3.257200 3.025900 0.1 0.0 0.1 0.13
H 1.316300 0.936200 2.850200 0.1 -0.4 -0.8 0.10
H -2.409200 2.997000 -0.451500 0.0 0.0 -0.2 0.12
H -1.840800 5.136300 0.575600 -0.1 0.1 -0.1 0.12
H -2.888000 0.786500 -0.855700 0.0 0.1 0.0 0.16
H -3.682600 -1.051600 -2.436400 -0.1 0.0 0.0 0.13
H -3.360400 -3.378800 -3.264500 -0.2 -0.1 -0.1 0.13
H -1.353000 -4.655700 -2.515800 0.1 -0.1 0.0 0.13
H 0.375000 -3.509000 -1.166900 -0.1 0.1 0.0 0.13
B 3.613700 -4.198500 -0.084400 0.4 -0.4 0.0 -0.36
C 2.875200 -2.921300 0.068700 -0.9 2.1 0.5 -0.13
N 2.313400 -1.884500 0.209600 0.7 -1.8 -0.3 -0.05
H 4.648300 -3.911500 -0.596900 0.3 0.1 -0.2 0.05
H 2.958900 -4.926100 -0.761200 -0.4 -0.3 -0.3 0.05
H 3.743100 -4.609200 1.022700 0.0 -0.3 0.5 0.05
O -0.450900 0.094800 2.886200 0.4 1.0 -0.2 -0.19
N 0.598500 0.731200 2.137100 -0.9 -0.7 0.2 -0.09
N 2.150500 -2.306100 -4.165400 -0.2 0.0 -0.3 0.17
C 1.225600 -1.755600 -3.366300 -0.2 0.3 0.4 -0.15
N 1.733800 -1.157700 -2.300800 -0.2 -0.4 -0.3 0.04
C 3.116000 -1.290200 -2.457700 0.3 -0.2 -0.5 -0.26
C 4.172500 -0.782900 -1.706400 0.1 0.0 -0.1 -0.05
C 5.452700 -1.118200 -2.087600 -0.1 0.1 0.1 -0.05
C 5.701900 -1.917400 -3.207400 -0.1 -0.1 -0.2 -0.05
C 4.674700 -2.364400 -4.009800 0.0 0.0 0.0 0.01
C 3.383400 -2.038700 -3.619600 0.3 0.5 0.8 -0.17
H 1.975300 -2.825300 -5.012000 -0.1 0.1 0.0 0.18
H 0.178100 -1.785500 -3.605100 -0.1 -0.1 -0.1 0.13
H 3.997800 -0.142300 -0.858100 0.1 -0.1 0.1 0.03
H 6.284600 -0.752800 -1.507000 0.1 0.0 0.1 0.12
H 6.719200 -2.173800 -3.456800 0.1 0.0 -0.1 0.12
H 4.862800 -2.934300 -4.903600 0.1 -0.1 -0.1 0.12
O 0.002300 -1.666300 1.347200 0.6 0.1 -0.6 -0.40
Si -0.584200 -1.698100 2.894000 -0.9 0.0 2.1 0.43
C 0.900300 -2.107800 4.051900 -0.6 0.2 -0.6 -0.17
C 0.783900 -2.552500 5.363400 -0.1 -0.3 0.3 -0.06
C 1.917100 -2.888800 6.087300 -0.3 0.1 0.0 -0.04
C 3.169600 -2.828400 5.495500 0.1 0.0 -0.1 -0.05
C 3.298600 -2.365300 4.196100 0.1 0.1 0.0 -0.05
C 2.167100 -2.005200 3.488000 0.1 0.2 -0.8 -0.10
C -2.361000 -1.491600 3.536300 0.9 0.1 -0.2 -0.24
C -3.503700 -1.846900 2.832700 0.0 0.1 0.0 -0.10
C -4.756100 -1.721100 3.414100 0.0 0.0 -0.2 -0.07
C -4.876300 -1.247100 4.710200 -0.1 0.0 0.0 -0.07
C -3.742500 -0.893600 5.420000 -0.1 0.0 0.1 -0.06
C -2.494200 -1.016200 4.835300 -0.1 0.1 0.0 -0.09
C -0.755400 -3.759100 2.891800 0.3 0.7 -0.6 -0.15
C 0.024300 -4.428500 1.975800 0.3 -0.3 -0.1 -0.09
C -0.106700 -5.804200 1.848200 0.1 0.1 -0.2 -0.06
C -0.985000 -6.488500 2.667500 0.0 -0.2 -0.1 -0.06
C -1.730800 -5.804100 3.608400 -0.1 0.1 0.1 -0.05
C -1.614200 -4.426000 3.731500 -0.1 -0.3 0.3 -0.07
H -0.190600 -2.650400 5.818100 -0.1 -0.1 0.1 0.11
H 1.819700 -3.225500 7.108000 0.0 0.0 0.1 0.12
H 4.043200 -3.160100 6.036300 0.1 0.0 0.1 0.12
H 4.269600 -2.300500 3.729600 0.1 0.0 0.0 0.11
H 2.252300 -1.650100 2.459200 0.2 -0.2 0.4 0.04
H -3.417000 -2.229600 1.824700 0.0 -0.2 -0.1 0.10
H -5.639700 -1.999400 2.858500 -0.1 0.0 0.0 0.11
H -5.852400 -1.143300 5.159000 -0.1 0.0 0.1 0.11
H -3.831700 -0.520500 6.428700 0.0 0.0 0.1 0.11
H -1.618500 -0.726300 5.390400 0.2 0.1 0.2 0.10
H 0.730100 -3.888100 1.358100 0.1 -0.1 0.0 0.08
H 0.488900 -6.328700 1.115900 0.1 -0.1 -0.1 0.11
H -1.084800 -7.557500 2.572000 0.0 -0.2 0.0 0.11
H -2.411600 -6.334300 4.252700 -0.1 -0.1 0.1 0.11
H -2.206300 -3.898700 4.458200 -0.1 0.1 0.2 0.11
```
Forces are in eV/Å.

The spin multiplicity is 1. The energy comes out at -220317.218 eV. Its charge is +2. The HOMO energy (alpha / beta) is -11.986 / -11.986 eV.

***

No. 2
ORCA calculation (ωB97M-V/def2-TZVPD) on a molecular structure, C7H11Cl2EuNO5 in a non-equilibrium geometry.

Structure (XYZ):
```
27
Properties=species:S:1:pos:R:3:forces:R:3:mulliken_spin:R:1
Eu -0.434956 -1.075878 -0.477141 -1.4 -3.6 2.5 6.06
O -0.223356 -0.304778 1.908959 -0.2 0.3 0.3 0.00
C 0.763244 0.725222 2.109359 0.4 0.4 0.0 0.00
C 0.502444 1.952222 1.211159 0.0 -0.5 0.4 0.00
N 0.464644 1.612322 -0.204141 0.0 -0.3 -0.5 0.00
C -0.661256 2.093922 -1.016341 -0.2 -0.1 -0.1 0.00
C -1.546556 0.836122 -1.026841 -1.7 2.8 -0.3 0.00
O -1.961156 0.409522 0.093559 -0.8 0.9 0.0 -0.01
O -1.510256 0.053022 -2.001041 -0.5 0.6 -1.1 -0.01
C 1.735344 1.317322 -0.871141 0.1 -0.3 -0.2 0.00
C 1.587244 -0.198978 -1.092441 2.7 1.3 -1.0 -0.01
O 1.662044 -0.937578 -0.066441 1.6 0.0 0.7 0.00
O 1.025044 -0.642578 -2.118041 0.6 0.5 -0.5 0.00
H -1.050056 0.046322 2.288259 0.2 -0.4 -0.4 0.00
H 1.724844 0.256022 1.884459 -0.2 0.2 0.1 0.00
H 0.759044 1.041322 3.158559 0.0 -0.1 -0.1 0.00
H 1.282444 2.698822 1.415659 -0.1 0.0 0.0 0.00
H -0.471456 2.367822 1.484459 0.2 0.1 -0.1 0.00
H -0.339256 2.332222 -2.033941 -0.1 0.0 0.2 0.00
H -1.155456 2.957722 -0.566141 0.1 -0.1 0.0 0.00
H 2.577344 1.525222 -0.209641 -0.1 0.0 0.0 0.00
H 1.841744 1.861022 -1.811641 0.0 -0.1 0.1 0.00
Cl -2.406556 -2.954378 -0.736241 -1.0 -0.8 -0.2 0.00
C -1.362656 -4.366378 -0.419841 0.0 -0.1 0.0 0.00
Cl 0.234044 -3.701578 0.005359 0.4 -1.1 0.2 0.00
H -1.276256 -4.964378 -1.330341 0.0 0.2 0.2 0.00
H -1.760256 -4.939678 0.421559 0.1 0.2 -0.2 0.00
```
Forces are in eV/Å.

The expectation value of S² is 12.010. The spin multiplicity is 7. The energy comes out at -63533.421 eV. Its charge is +1. The relative energy (zero: lowest compared OMol25 entry of this formula, charge and spin) is 0.00 kJ/mol. The HOMO energy (alpha / beta) is -12.949 / -12.963 eV.